ORCA calculation (ωB97M-V with the def2-TZVPD basis set) on a structure of composition H6O3 at a distorted geometry.

Total energy = -6235.81817 eV
ΔE to the lowest compared entry with this formula, charge and spin = 102.3 kcal/mol
Frontier orbital gap = 11.09 eV
HOMO level = -0.40523 Ha

The geometry in XYZ format:
```
9
Properties=species:S:1:pos:R:3:mulliken_charge:R:1
H -0.651 -1.047 -0.580 0.404
H 0.960 -1.430 0.416 0.366
H 0.207 1.080 -0.973 0.393
H 1.425 0.235 -1.444 0.294
H -0.883 -0.051 1.155 0.415
H -0.978 1.660 1.674 0.320
O -0.368 -1.588 0.373 -0.790
O 0.556 0.286 -1.695 -0.698
O -0.269 0.855 1.074 -0.703
```



ORCA calculation (ωB97M-V with the def2-TZVPD basis set) on a cluster of 3 separate species, H6O3 in total.

Total energy = -6240.02071 eV
ΔE to the lowest compared entry with this formula, charge and spin = 5.4 kcal/mol
Frontier orbital gap = 11.10 eV
HOMO level = -0.39193 Ha

The geometry in XYZ format:
```
9
Properties=species:S:1:pos:R:3:mulliken_charge:R:1
O -0.975 0.676 2.248 -0.661
H -1.931 0.722 2.146 0.314
H -0.785 1.082 3.099 0.311
O 0.462 0.224 -0.224 -0.670
H 0.792 1.083 -0.503 0.302
H 0.022 0.381 0.626 0.368
O 0.818 -1.124 -2.750 -0.643
H 0.578 -0.983 -1.822 0.362
H 1.019 -2.061 -2.820 0.317
```



ORCA calculation (ωB97M-V with the def2-TZVPD basis set) on the molecule H6OSi2 at a distorted geometry.

Total energy = -17899.08209 eV
ΔE to the lowest compared entry with this formula, charge and spin = 41.7 kcal/mol
Frontier orbital gap = 10.43 eV
HOMO level = -0.37558 Ha

The geometry in XYZ format:
```
9
Properties=species:S:1:pos:R:3:mulliken_charge:R:1
O 0.164 -0.189 0.632 -0.375
Si -1.738 -0.196 -0.214 0.623
Si 1.583 -0.230 -0.049 0.462
H -1.922 -1.518 -0.939 -0.053
H -2.419 0.188 0.892 -0.095
H -1.808 0.649 -1.387 -0.084
H 2.140 1.016 -0.437 -0.148
H 1.325 -0.915 -1.307 -0.177
H 2.299 -0.925 0.928 -0.153
```



ORCA calculation (ωB97M-V with the def2-TZVPD basis set) on a structure of composition H7N3OP2 at a distorted geometry.

Total energy = -25208.10649 eV
ΔE to the lowest compared entry with this formula, charge and spin = 38.3 kcal/mol
Frontier orbital gap = 7.98 eV
HOMO level = -0.28713 Ha

The geometry in XYZ format:
```
13
Properties=species:S:1:pos:R:3:mulliken_charge:R:1
N -1.830 -0.409 1.230 -0.575
N 0.439 0.700 1.605 -0.590
N 1.798 0.763 -1.058 -0.810
O -0.283 -1.047 -2.262 -0.396
P -0.179 -0.595 0.755 0.188
P -0.523 0.321 -1.429 0.303
H -2.494 -1.026 0.819 0.226
H -1.977 -0.423 2.245 0.227
H 1.033 1.258 1.011 0.363
H -0.319 1.236 2.000 0.298
H 2.203 -0.168 -1.138 0.203
H 2.005 1.190 -1.955 0.230
H 0.128 -1.802 -1.822 0.332
```



ORCA calculation (ωB97M-V with the def2-TZVPD basis set) on the molecule H7N5S2 at a distorted geometry.

Total energy = -29229.35129 eV
ΔE to the lowest compared entry with this formula, charge and spin = 44.6 kcal/mol
Frontier orbital gap = 9.28 eV
HOMO level = -0.32624 Ha

The geometry in XYZ format:
```
14
Properties=species:S:1:pos:R:3:mulliken_charge:R:1
N 1.616 1.076 -1.201 -0.594
N -1.535 -0.116 1.375 -0.634
N 2.381 -0.360 1.053 -0.646
N -2.676 -0.527 -0.910 -0.577
N -0.130 -0.552 -0.538 -0.255
S 0.880 0.769 0.108 0.399
S -1.528 -1.186 0.254 0.473
H 1.801 1.999 -1.358 0.244
H -1.643 -0.276 2.321 0.203
H 3.129 0.074 0.536 0.283
H 2.468 0.234 1.951 0.242
H -2.129 -0.387 -1.695 0.289
H -3.016 0.400 -0.674 0.290
H 0.381 -1.149 -1.224 0.281
```



ORCA calculation (ωB97M-V with the def2-TZVPD basis set) on a cluster of 2 separate species, H7N7 in total at a distorted geometry.

Total energy = -10537.90002 eV
Frontier orbital gap = 8.63 eV
HOMO level = -0.27614 Ha

The geometry in XYZ format:
```
14
Properties=species:S:1:pos:R:3:mulliken_charge:R:1
N 2.235 0.574 0.010 -0.613
N 0.994 0.312 -0.222 0.722
N 3.001 -0.490 0.349 -0.307
N -1.261 -1.139 -0.441 -0.532
N -2.582 0.320 0.469 -0.447
N 0.051 1.079 -0.604 -0.807
N -1.502 -0.341 0.394 0.287
H 3.347 -0.292 1.242 0.247
H 2.533 -1.348 0.123 0.253
H -2.007 -1.268 -1.194 0.168
H 0.718 -0.685 -0.046 0.347
H -2.653 1.082 1.182 0.255
H -3.369 0.333 -0.304 0.199
H 0.495 1.864 -0.958 0.227
```



ORCA calculation (ωB97M-V with the def2-TZVPD basis set) on a structure of composition H7O3 at a distorted geometry.

Total energy = -6252.20841 eV
ΔE to the lowest compared entry with this formula, charge and spin = 8.4 kcal/mol
Multiplicity = 2
Frontier orbital gap (alpha / beta) = 3.43 / 12.65 eV
HOMO level (alpha / beta) = -0.11928 / -0.46245 Ha
⟨S²⟩ = 0.751

The geometry in XYZ format:
```
10
Properties=species:S:1:pos:R:3:mulliken_spin:R:1
O -1.387 0.897 1.718 0.411
H -2.328 0.646 1.667 -0.058
H -1.416 1.843 1.558 -0.083
O 1.731 -0.529 -1.434 1.105
H 1.834 0.323 -1.972 -0.151
H 2.644 -0.614 -1.048 -0.254
O -0.342 -0.504 -0.181 0.814
H 0.623 -0.532 -0.789 -0.425
H -0.597 -1.446 -0.162 -0.197
H -0.763 -0.084 0.643 -0.162
```



ORCA calculation (ωB97M-V with the def2-TZVPD basis set) on a cluster of 4 separate species, H7O3S in total at a distorted geometry.

Total energy = -17092.50822 eV
ΔE to the lowest compared entry with this formula, charge and spin = 25.8 kcal/mol
Total charge = -1
Frontier orbital gap = 7.37 eV
HOMO level = -0.11893 Ha

The geometry in XYZ format:
```
11
Properties=species:S:1:pos:R:3:mulliken_charge:R:1
S 1.263 -0.650 -1.020 -0.811
H 1.990 -0.952 0.066 -0.105
H -1.045 -1.446 1.002 0.281
H 0.068 -1.878 1.682 0.314
O -0.857 -1.707 1.863 -0.622
H -1.771 -0.350 -0.221 0.256
H -1.398 0.154 -1.478 0.288
O -2.054 0.341 -0.790 -0.606
H 1.253 2.182 1.069 0.297
H -0.246 2.210 0.831 0.322
O 0.540 2.673 0.629 -0.614
```



Question: total energy of number 6 (H7N7)?
Answer: -10537.90002 eV



Question: Among the records above, which one has the lowest total energy?
Answer: H7N5S2



Question: Which of these has the lowest total energy?
Answer: H7N5S2